*one*
The following is a quantum chemistry calculation of a cluster of 17 separate species, H33O17 in total, from the Open Molecules 2025 dataset.

ORCA input file:
```
! RIJCOSX wB97M-V def2-TZVPD def2/J DEFGRID3
* xyz -1 1
O -2.268 -2.006 0.672
H -1.581 -1.857 -0.068
H -1.728 -1.566 1.454
O -1.907 -4.953 -1.074
H -1.457 -4.785 -0.264
H -1.351 -4.933 -1.884
O -1.453 1.065 1.672
H -1.194 1.999 2.022
H -0.559 0.499 1.763
O 1.324 5.682 0.749
H 1.208 4.804 1.186
H 0.461 5.846 0.415
O -3.527 1.017 -0.423
H -3.746 0.056 -0.123
O 0.579 -0.294 1.002
H 2.641 1.911 0.843
H 1.512 -0.168 0.727
O 2.597 0.584 -3.541
H 2.877 1.473 -3.331
H 2.711 0.658 -4.540
O 1.834 2.458 4.775
H 1.372 3.028 4.162
H -2.648 0.873 -0.080
O 3.887 -1.941 0.771
H 3.752 -1.801 1.618
H 3.144 -1.964 0.348
O -0.342 -3.992 3.842
H 0.179 -3.326 3.301
H 0.237 -4.665 4.170
O -1.319 4.485 -1.067
H -0.552 3.874 -1.104
H -2.106 3.985 -0.990
O 0.189 1.944 -1.130
H 0.368 1.697 -0.196
H 0.648 1.403 -1.719
O 0.537 -2.058 -0.991
H 1.359 -1.811 -1.474
H 0.541 -1.545 -0.148
O 1.006 -1.557 3.313
H 0.614 -0.637 3.413
H 0.970 -1.608 2.327
O 2.439 1.454 0.107
H 3.075 0.748 0.254
H 2.354 1.806 4.196
O -2.913 -1.616 -3.095
H -2.949 -2.011 -2.233
H -2.021 -1.508 -3.305
O -1.272 -0.261 -5.648
H -1.146 -0.613 -4.821
H -2.110 0.057 -5.384
*
```

Löwdin atomic charge list, values in e, 5 entries: number 1, O, carries -0.129; number 2, H, carries 0.036; number 3, H, carries 0.083; number 4, O, carries -0.067; number 5, H, carries 0.008

---

*two*
The following is a quantum chemistry calculation of a structure of composition H33O17, from the Open Molecules 2025 dataset.

ORCA input file:
```
! RIJCOSX wB97M-V def2-TZVPD def2/J DEFGRID3
* xyz -1 1
O 4.034 -3.643 0.254
H 3.852 -4.477 0.421
H 3.402 -3.035 0.808
O -4.636 4.597 -0.492
H -4.553 3.995 0.252
H -4.184 4.034 -1.178
O -0.255 -3.788 1.049
H -0.082 -3.125 0.309
H 0.047 -3.156 1.721
O -2.535 2.443 1.333
H -1.857 3.032 1.681
H -2.435 2.254 0.405
O 2.064 1.012 -2.292
H 0.744 0.428 -0.069
O 0.573 2.890 -0.349
H -2.078 1.395 5.253
H 1.129 2.568 -1.022
O 2.199 -3.904 -2.919
H -2.616 -0.456 -0.725
H 2.859 -4.352 -2.405
O -1.835 2.726 -2.881
H -2.474 2.200 -2.434
H 1.884 0.308 -2.828
O -2.483 -1.212 -0.195
H 1.280 -3.666 -2.711
H -1.524 -1.167 -0.219
O -1.175 0.206 -2.836
H -0.695 0.835 -3.290
H -0.765 -0.273 -2.106
O -4.062 -2.179 1.692
H -3.417 -2.670 2.182
H 3.848 0.978 -2.483
O 0.550 -0.529 -0.210
H 1.319 -1.303 0.445
H 2.881 0.554 1.018
O 4.346 1.413 -3.249
H 5.144 0.893 -3.309
H 1.475 0.925 -1.507
O 0.237 -1.335 3.274
H 0.742 -0.575 3.050
H -0.562 -1.108 2.812
O -1.587 2.136 5.659
H -0.652 1.843 5.584
H -2.434 3.313 -3.367
O 2.399 1.166 1.602
H -3.461 -1.975 0.997
H 1.585 0.792 1.299
O 2.095 -1.925 0.838
H 2.461 -2.236 0.024
H -0.353 2.858 -0.640
*
```

Löwdin atomic charge list, values in e, 5 entries: number 1, O, carries -0.055; number 2, H, carries -0.068; number 3, H, carries 0.053; number 4, O, carries -0.075; number 5, H, carries 0.015

---

*three*
The following is a quantum chemistry calculation of a cluster of 17 separate species, H33O17 in total, from the Open Molecules 2025 dataset.

ORCA input file:
```
! RIJCOSX wB97M-V def2-TZVPD def2/J DEFGRID3
* xyz -1 1
O -1.048 2.568 -0.364
H -0.798 3.090 0.491
H -0.173 2.255 -0.552
O 2.602 -0.555 0.451
H 1.806 -0.098 0.151
H 2.494 -1.469 0.397
O -0.544 -1.493 -3.519
H -0.959 -2.430 -3.141
H -0.187 -0.947 -2.648
O 1.538 -1.202 -5.216
H 2.050 -1.050 -4.503
H 0.717 -1.070 -4.746
O 2.637 -3.806 1.920
H 2.578 -3.439 1.121
O 3.508 0.313 2.854
H -3.479 2.872 -0.785
H 2.941 0.789 3.308
O 1.581 1.085 -1.193
H 1.247 0.086 -1.193
H 2.465 1.322 -0.898
O -1.423 4.062 -3.516
H -1.427 3.365 -2.883
H 3.588 -4.045 1.925
O -1.086 0.856 1.403
H -1.433 0.550 0.559
H -0.801 1.658 1.162
O -3.835 -1.846 -3.020
H -4.169 -0.979 -3.450
H -2.843 -1.532 -3.097
O 0.375 -1.338 -1.105
H -0.268 -2.026 -1.324
H 1.092 -2.497 3.482
O -1.808 -0.152 3.348
H -2.503 -0.089 2.487
H -0.921 0.128 2.976
O 0.600 -1.753 3.053
H 0.720 -1.608 2.104
H 3.486 -0.028 1.940
O 5.205 -1.083 -2.053
H 4.568 -1.074 -1.492
H 5.562 -0.119 -2.103
O -4.291 3.024 -1.406
H -3.840 3.872 -1.717
H -0.863 3.516 -4.182
O -4.433 -2.779 3.327
H -4.370 -2.633 2.434
H -3.810 -2.051 3.691
O -0.987 3.512 5.334
H -0.301 3.683 4.772
H -0.760 2.580 5.419
*
```

Löwdin atomic charge list, values in e, 5 entries: number 1, O, carries -0.066; number 2, H, carries 0.122; number 3, H, carries 0.005; number 4, O, carries -0.052; number 5, H, carries -0.002

---

*four*
The following is a quantum chemistry calculation of a cluster of 17 separate species, H33O17 in total, from the Open Molecules 2025 dataset.

ORCA input file:
```
! RIJCOSX wB97M-V def2-TZVPD def2/J DEFGRID3
* xyz -1 1
O 3.111 3.440 -2.625
H 3.513 3.867 -1.832
H 2.368 2.796 -2.295
O 0.219 2.289 -3.669
H -0.225 2.120 -2.897
H -0.233 2.717 -4.298
O 0.793 -0.542 3.817
H 1.157 0.032 4.472
H -0.002 -0.315 3.557
O -0.545 -2.389 -3.750
H -0.043 -2.668 -2.886
H -0.188 -1.599 -3.759
O -0.361 -4.242 4.204
H 0.875 3.018 -1.280
O -1.405 0.829 1.725
H 0.692 -0.183 1.161
H -1.281 -0.062 1.408
O 0.864 -2.924 0.195
H -3.143 -0.001 1.909
H 1.816 -3.025 0.334
O -2.875 -2.140 -2.090
H -2.287 -1.538 -2.664
H 0.163 -4.843 3.666
O -3.397 -0.399 1.157
H 0.514 -1.894 0.371
H 0.505 1.980 -0.109
O 0.101 0.776 -1.491
H -0.588 0.224 -2.149
H -2.964 -0.114 0.383
O -3.183 -4.023 1.630
H -2.776 -3.106 1.420
H -0.008 0.342 -0.477
O 1.062 2.856 -0.343
H 4.474 1.708 -0.831
H -1.686 3.458 -0.422
O 2.436 -0.403 -2.685
H 1.798 0.086 -2.063
H -0.004 -3.354 3.903
O 1.347 2.901 3.265
H 0.888 2.512 2.498
H 0.695 2.722 4.003
O 0.049 -0.660 0.763
H 1.834 -1.095 -2.968
H -3.786 -1.949 -2.162
O -2.509 2.951 -0.351
H -3.306 -4.105 2.603
H -2.256 2.221 0.260
O 4.716 0.776 -0.468
H 3.888 0.214 -0.675
H -0.826 0.734 2.537
*
```

Löwdin atomic charge list, values in e, 5 entries: number 1, O, carries -0.114; number 2, H, carries 0.042; number 3, H, carries 0.046; number 4, O, carries 0.041; number 5, H, carries -0.048

---

*two* is the most stable structure; the next one sits 0.416 eV above it.

---

*one*
The following is a quantum chemistry calculation of the molecule C13H17N3O, from the Open Molecules 2025 dataset.

ORCA input file:
```
! RIJCOSX wB97M-V def2-TZVPD def2/J DEFGRID3
* xyz 0 1
C -0.353 -0.380 -3.021
C 0.514 0.222 -1.917
N 0.310 -0.456 -0.661
C -0.614 -0.185 0.310
C -1.565 0.973 0.260
C -2.924 0.573 0.824
N -1.015 2.077 1.034
C -0.301 3.076 0.474
C 0.247 4.070 1.474
O -0.135 3.170 -0.727
N -0.551 -0.999 1.328
C 0.448 -1.888 1.033
C 0.936 -2.972 1.755
C 1.962 -3.702 1.196
C 2.501 -3.374 -0.051
C 2.032 -2.303 -0.783
C 1.000 -1.562 -0.228
H -0.126 -1.436 -3.149
H -0.167 0.136 -3.958
H -1.409 -0.283 -2.774
H 1.571 0.122 -2.179
H 0.296 1.286 -1.791
H -1.666 1.341 -0.765
H -2.795 0.153 1.818
H -3.379 -0.184 0.191
H -3.581 1.438 0.871
H -1.031 1.965 2.035
H 0.987 3.584 2.107
H 0.718 4.892 0.942
H -0.553 4.455 2.102
H 0.517 -3.222 2.717
H 2.364 -4.551 1.730
H 3.304 -3.977 -0.450
H 2.454 -2.059 -1.747
*
```

Summary:
SMILES: CCn1c([C@@H](C)NC(C)=O)nc2ccccc21

Löwdin atomic charge list, values in e, 5 entries: number 1, C, carries -0.058; number 2, C, carries -0.176; number 3, N, carries 0.025; number 4, C, carries -0.248; number 5, C, carries -0.283

---

*two*
The following is a quantum chemistry calculation of the molecule C13H17N3O, from the Open Molecules 2025 dataset.

ORCA input file:
```
! RIJCOSX wB97M-V def2-TZVPD def2/J DEFGRID3
* xyz 0 1
C -2.297 1.776 -1.414
C -1.195 2.233 -0.458
C -1.150 1.722 1.036
C -0.085 2.649 1.784
O -0.551 0.370 1.288
C -1.034 -0.575 0.489
N -2.329 -0.856 0.609
C -2.739 -1.926 -0.143
C -1.874 -2.901 -0.756
C -0.525 -2.647 -0.654
N 0.411 -3.465 -1.126
N 1.507 -2.844 -0.650
C 1.255 -1.601 -0.086
C 2.186 -0.643 0.507
C 3.001 0.263 -0.405
C 3.705 -0.927 0.279
C -0.077 -1.476 -0.026
H -3.161 1.443 -0.881
H -2.650 2.647 -1.954
H -2.030 0.950 -2.065
H -0.263 1.864 -0.903
H -1.359 3.309 -0.543
H -2.154 1.732 1.555
H 0.241 2.416 2.797
H -0.430 3.754 1.981
H 0.837 2.759 1.141
H -3.824 -2.101 -0.020
H -2.241 -3.789 -1.226
H 2.423 -3.141 -0.957
H 1.875 -0.201 1.498
H 2.932 0.197 -1.518
H 3.216 1.216 0.128
H 4.398 -0.479 1.023
H 3.982 -1.725 -0.330
*
```

Summary:
SMILES: CC[C@H](C)Oc1nccc2n[nH]c(C3CC3)c12

Löwdin atomic charge list, values in e, 5 entries: number 1, C, carries -0.114; number 2, C, carries -0.195; number 3, C, carries -0.265; number 4, C, carries -0.063; number 5, O, carries -0.032

---

*one* is the most stable structure; the next one sits 4.769 eV above it.

---

*one*
The following is a quantum chemistry calculation of the molecule C5H6N2O2S, from the Open Molecules 2025 dataset.

ORCA input file:
```
! RIJCOSX wB97M-V def2-TZVPD def2/J DEFGRID3
* xyz 0 1
N 3.463 -0.793 -0.210
C 2.244 -0.218 -0.129
N 1.138 -0.910 0.071
C -0.044 -0.061 -0.010
C -1.302 -0.781 0.274
C -2.553 -0.004 -0.166
O -3.390 -0.369 -0.983
O -2.669 1.139 0.510
C 0.213 1.209 -0.116
S 1.945 1.533 -0.289
H 3.365 -1.559 0.021
H 4.416 -0.309 -0.028
H -1.194 -1.717 -0.237
H -1.558 -1.033 1.431
H -3.551 1.687 -0.112
H -0.521 2.188 -0.029
*
```

Summary:
SMILES: Nc1nc(CC(=O)O)cs1

Löwdin atomic charge list, values in e, 5 entries: number 1, N, carries 0.140; number 2, C, carries -0.664; number 3, N, carries 0.080; number 4, C, carries -0.411; number 5, C, carries -0.058

---

*two*
The following is a quantum chemistry calculation of the molecule C5H6N2O2S, from the Open Molecules 2025 dataset.

ORCA input file:
```
! RIJCOSX wB97M-V def2-TZVPD def2/J DEFGRID3
* xyz 0 1
C -0.871 1.787 -0.828
O -1.503 0.533 -0.673
S -2.122 0.149 0.817
C -1.199 -1.295 1.204
N -0.287 -1.888 0.592
C 0.431 -1.669 -0.544
C 1.497 -0.870 -0.700
N 1.951 0.056 0.198
C 1.752 0.624 1.223
O 1.710 1.288 2.177
H -0.187 1.679 -1.671
H -0.305 2.076 0.060
H -1.610 2.561 -1.055
H -1.577 -1.733 2.120
H 0.213 -2.379 -1.331
H 2.108 -0.919 -1.586
*
```

Summary:
SMILES: COS/C=N\C=C/N=C=O

Löwdin atomic charge list, values in e, 5 entries: number 1, C, carries -0.168; number 2, O, carries -0.559; number 3, S, carries 0.987; number 4, C, carries -0.457; number 5, N, carries 0.025

---

*three*
The following is a quantum chemistry calculation of a structure of composition C5H6N2O2S, from the Open Molecules 2025 dataset.

ORCA input file:
```
! RIJCOSX wB97M-V def2-TZVPD def2/J DEFGRID3
* xyz 0 1
C 1.212 -1.324 1.152
C 0.163 -1.282 0.140
C 1.451 -0.023 1.558
C -0.090 0.073 -0.091
C -1.247 0.790 -0.698
N 0.714 0.821 0.727
N -1.004 2.194 -0.886
O -1.133 2.694 1.536
O 0.650 3.772 0.268
S -0.208 2.644 0.498
H 1.657 -2.181 1.472
H -0.201 -2.204 -0.241
H 2.115 0.456 2.316
H -1.635 0.207 -1.708
H -2.078 0.631 -0.080
H -0.649 2.499 -1.754
*
```

Löwdin atomic charge list, values in e, 5 entries: number 1, C, carries -0.078; number 2, C, carries -0.031; number 3, C, carries -0.114; number 4, C, carries -0.332; number 5, C, carries -0.215

---

*two* is the most stable structure; the next one sits 0.378 eV above it.